21
Properties=species:S:1:pos:R:3:forces:R:3 method="wB97M-V/def2-TZVPD" homo_energy_ev="-14.17 / -14.17" total_energy_ev=-41949.592 total_charge=+1 s2=2.020 de_lowest_kj_mol=44.5 multiplicity=3
V 2.862 -2.267 0.589 -5.73 0.27 2.08
F 1.843 -3.173 1.868 2.63 1.84 -2.84
F 1.443 -1.208 0.030 3.22 -2.04 0.82
N 0.959 2.887 -1.587 0.00 0.27 0.23
N 1.957 2.766 2.824 0.45 0.09 0.08
N -4.077 -2.412 1.133 -0.16 -0.11 0.18
C 1.144 2.278 2.183 -0.54 -0.04 0.38
C 0.805 1.903 -2.150 0.31 -0.21 -0.30
C -1.733 -1.635 0.305 0.16 -0.11 1.14
C -3.036 -2.092 0.783 0.04 -0.05 -0.71
C 0.090 1.612 1.435 0.13 0.18 -0.16
C 0.647 0.639 -2.848 -0.39 -0.38 0.05
H -0.014 0.760 -3.705 0.05 0.00 -0.02
H 0.475 1.552 0.418 -0.38 -0.34 -0.11
H 0.188 -0.078 -2.164 -0.10 0.01 -0.05
H -0.128 0.646 1.886 0.17 -0.09 -0.13
H 1.589 0.207 -3.179 0.11 0.29 -0.05
H -0.984 -2.405 0.494 -0.10 -0.16 -0.23
H -1.713 -1.323 -0.734 -0.22 0.05 0.02
H -1.475 -0.832 0.995 0.17 0.32 -0.42
H -0.841 2.176 1.424 0.15 0.21 0.04



74
Properties=species:S:1:pos:R:3:forces:R:3 method="wB97M-V/def2-TZVPD" homo_energy_ev=-13.66 total_energy_ev=-64561.660 total_charge=+2 de_lowest_kj_mol=0.0
Pt -0.048 -1.195 -0.254 0.29 0.22 0.55
Sb -0.233 1.310 -0.850 0.13 0.35 -0.10
S -1.607 -4.296 -0.008 -0.02 0.06 0.03
S -2.043 -1.555 -1.272 -0.35 -0.11 -0.01
N 1.950 -1.189 0.236 -0.02 -0.15 0.02
N 0.020 -1.992 1.968 -0.11 -0.13 -0.39
N -3.483 -3.730 -1.631 -0.03 -0.01 -0.04
C 0.375 2.242 1.975 -0.01 0.01 -0.03
C -0.214 3.181 -3.309 0.01 0.00 -0.03
C 3.656 -1.576 1.894 -0.01 0.02 0.00
C 3.978 -1.864 3.264 -0.02 -0.02 0.03
C 4.252 -1.104 -0.384 0.00 0.00 0.01
C 0.954 3.952 0.210 0.01 -0.01 0.01
C 2.314 -1.538 1.499 0.02 -0.02 0.03
C -2.330 1.974 -0.568 0.07 -0.08 0.06
C 4.634 -1.338 0.914 0.02 -0.02 -0.02
C 0.395 1.848 -2.877 -0.08 -0.02 0.01
C -2.928 1.271 0.652 0.03 0.03 -0.05
C -2.344 3.482 -0.325 -0.04 0.00 -0.02
C 1.285 -1.896 2.434 0.05 0.06 -0.04
C 0.987 2.470 0.594 -0.03 0.01 -0.06
C -2.458 -3.181 -1.016 0.06 -0.14 0.01
C 3.004 -2.117 4.163 0.04 -0.01 -0.02
C -3.156 1.668 -1.819 -0.01 0.03 -0.01
C -0.949 -2.252 2.825 -0.02 0.01 0.00
C 0.575 -2.445 4.654 -0.02 -0.01 0.01
C 1.625 -2.151 3.766 -0.02 0.02 0.00
C -0.085 0.715 -3.782 0.00 0.02 0.01
C 1.917 1.969 -2.924 -0.05 0.02 0.00
C 2.452 2.043 0.616 -0.03 0.03 -0.03
C 2.893 -1.025 -0.684 0.05 -0.01 0.03
C -0.714 -2.473 4.188 0.02 0.01 -0.01
C -3.835 -5.110 -1.289 0.02 -0.03 0.00
C -2.609 -5.708 -0.596 0.02 0.02 0.02
H 2.431 1.104 -2.509 0.03 -0.06 0.00
H 2.588 0.985 0.791 0.00 -0.08 0.09
H -1.545 -2.683 4.846 0.00 0.00 -0.01
H -1.849 4.049 -1.114 -0.01 0.01 0.01
H -4.077 -5.659 -2.197 -0.03 0.00 0.00
H -4.192 1.949 -1.605 0.00 0.00 -0.01
H -3.390 3.805 -0.297 0.00 0.00 -0.01
H -3.156 0.618 -2.096 -0.01 -0.02 0.00
H -3.967 1.598 0.755 0.00 0.00 0.00
H -1.996 -6.299 -1.271 0.00 0.02 -0.03
H -0.667 2.553 2.024 0.02 0.01 0.03
H 0.440 1.193 2.277 -0.02 -0.01 0.01
H -1.954 -2.296 2.426 0.00 -0.04 -0.03
H 3.250 -2.324 5.197 -0.01 0.01 0.00
H -0.020 4.414 0.328 -0.02 0.01 -0.01
H -1.906 3.744 0.635 -0.01 0.03 0.01
H 2.552 -0.810 -1.685 -0.01 0.04 -0.02
H 0.242 0.910 -4.808 -0.01 0.02 0.01
H 1.298 4.120 -0.811 0.02 0.01 0.02
H -1.175 0.639 -3.793 0.01 -0.02 0.00
H 0.077 4.005 -2.657 0.00 0.01 0.00
H 5.682 -1.366 1.186 0.00 0.01 0.00
H 2.933 2.571 1.445 0.01 0.03 -0.04
H 2.268 2.859 -2.402 0.03 -0.01 0.01
H 0.794 -2.644 5.696 0.00 0.01 0.00
H 0.925 2.839 2.709 0.02 -0.03 -0.01
H 2.224 2.062 -3.970 0.00 0.01 0.01
H -2.884 -6.315 0.262 0.00 -0.02 -0.01
H 1.649 4.482 0.869 -0.02 0.01 0.01
H -2.411 1.533 1.575 0.00 -0.02 0.00
H -1.300 3.157 -3.374 0.06 0.00 -0.01
H 5.019 -1.872 3.557 0.00 0.01 0.00
H -4.076 -3.178 -2.236 0.02 0.01 0.00
H 4.978 -0.952 -1.169 -0.01 -0.01 0.00
H 0.321 -0.252 -3.477 0.00 -0.01 -0.02
H 0.163 3.414 -4.310 -0.01 0.01 0.00
H -4.709 -5.110 -0.637 0.01 0.03 0.03
H -2.841 2.252 -2.682 -0.03 -0.03 0.05
H 2.979 2.323 -0.295 0.01 -0.04 -0.05
H -2.931 0.188 0.556 -0.02 -0.05 -0.01



11
Properties=species:S:1:pos:R:3:forces:R:3 method="wB97M-V/def2-TZVPD" homo_energy_ev="-9.00 / -8.60" total_energy_ev=-16086.513 de_lowest_kj_mol=432.0
S 1.340 1.266 0.685 -1.46 -0.74 0.16
O 2.369 -1.457 -0.154 -2.50 1.37 1.28
C -1.467 0.647 -0.217 -0.20 3.58 -2.14
C 0.661 -0.306 0.796 3.62 -1.54 -0.79
C -0.043 0.303 -0.314 0.71 0.89 1.46
H -2.015 0.052 -0.912 -0.61 -0.82 -0.08
H -1.768 0.626 0.768 -1.16 -0.39 2.02
H 0.326 0.270 -1.291 0.84 -0.79 -1.21
H 0.563 -1.013 1.664 -0.27 1.00 -1.22
H -1.717 1.753 -0.592 0.87 -2.18 0.74
H 1.751 -2.141 -0.432 0.17 -0.38 -0.23



59
Properties=species:S:1:pos:R:3:forces:R:3 method="wB97M-V/def2-TZVPD" homo_energy_ev=-9.75 smiles="COCNC(=O)OCCC(C)C.CCOS(C)(=O)=O.CCOS(C)(=O)=O" total_energy_ev=-56637.841
S 2.133 -1.983 -0.227 0.37 0.24 0.50
S 7.569 -3.090 1.244 -0.17 0.35 -0.46
O 0.831 -1.377 -0.293 0.54 -0.40 -0.27
O 6.857 -3.484 2.433 0.54 0.17 -0.26
O -6.954 4.887 -0.674 -1.29 -1.23 1.05
O 3.252 -0.817 -0.222 -0.37 -0.76 0.43
O 2.538 -3.017 -1.143 -0.32 0.55 0.08
O -6.878 0.984 -1.394 -0.23 2.12 0.57
O 7.442 -1.489 1.064 -0.29 -0.83 -0.27
O 8.935 -3.476 1.016 -0.55 0.05 0.43
O -6.689 2.815 -2.737 -2.01 -1.12 3.37
N -8.367 2.896 -0.999 1.16 -0.71 -0.67
C 9.331 -0.501 2.244 0.21 -0.27 0.01
C -6.448 4.458 0.608 1.19 -0.78 0.54
C -5.512 0.984 -0.839 0.70 -0.47 -0.30
C -5.063 -0.543 -0.794 0.13 0.32 -0.26
C 2.603 0.781 -1.943 -0.34 -0.09 -0.03
C -2.423 -0.987 -0.962 -1.51 -0.01 1.26
C 2.405 -2.555 1.427 0.13 0.10 0.02
C 3.629 -0.231 -1.469 0.11 0.58 -0.83
C 6.609 -3.547 -0.171 -0.06 0.15 -0.03
C -7.269 2.292 -1.763 1.85 0.38 -2.93
C -8.268 4.385 -0.930 -0.97 1.05 -1.47
C -3.382 0.201 1.190 0.84 -0.60 -0.10
C 7.824 -0.649 2.154 0.47 0.59 0.65
C -3.710 -0.831 0.012 0.12 -0.50 0.25
H -6.933 4.974 1.501 0.50 -0.41 -1.24
H 3.802 -1.003 -2.224 -0.09 -0.10 0.16
H -2.222 0.047 -1.393 0.13 -1.45 0.36
H -2.703 1.033 0.797 -1.12 -0.91 0.52
H 7.377 0.330 1.967 -0.15 -0.25 -0.21
H 6.631 -4.633 -0.257 0.09 0.07 0.13
H 2.272 -1.720 2.114 0.01 -0.03 -0.09
H -5.315 4.656 0.585 -1.80 -0.02 0.12
H -3.846 -1.861 0.513 0.12 1.50 -0.77
H 7.405 -1.020 3.094 -0.03 -0.14 -0.14
H 5.585 -3.203 -0.028 0.08 0.00 -0.02
H 9.600 0.249 2.991 -0.09 0.00 -0.05
H 9.749 -0.208 1.278 -0.08 0.06 0.08
H -2.742 -1.733 -1.768 0.88 1.04 0.99
H -6.542 3.323 0.780 -0.13 1.66 -0.40
H -5.916 -1.184 -0.382 1.11 1.04 -0.48
H 9.801 -1.445 2.527 -0.04 0.08 0.00
H -9.059 4.754 -0.182 1.31 -0.65 -0.71
H 3.413 -2.962 1.499 -0.07 0.05 -0.01
H 1.671 -3.332 1.638 0.00 0.07 -0.16
H 2.970 1.318 -2.821 0.06 -0.04 0.07
H -4.813 1.578 -1.529 -1.08 -0.81 0.93
H -5.535 1.505 0.174 0.02 -0.90 -1.21
H 7.051 -3.095 -1.058 0.00 -0.01 0.10
H -1.577 -1.381 -0.289 -1.06 0.73 -1.53
H -2.745 -0.376 1.957 -1.02 1.01 -0.98
H 2.377 1.501 -1.153 0.12 -0.03 -0.06
H 4.583 0.276 -1.302 -0.07 -0.23 0.28
H -4.889 -0.863 -1.881 -0.42 0.40 1.49
H 1.665 0.291 -2.213 0.08 0.04 0.00
H -9.229 2.648 -1.520 0.55 0.12 0.75
H -8.588 4.792 -1.955 0.81 -0.19 1.46
H -4.294 0.638 1.708 1.17 -0.63 -0.64



10
Properties=species:S:1:pos:R:3:forces:R:3 method="wB97M-V/def2-TZVPD" homo_energy_ev=-9.65 smiles="CC(=S)[S@H](=O)=S" total_energy_ev=-36689.083 de_lowest_kj_mol=287.3
S 0.706 -1.834 1.139 -0.29 3.13 -1.81
S -1.288 -0.389 -0.346 -1.98 -2.30 1.45
S -2.191 0.840 0.802 0.08 0.01 -0.15
O -1.392 -0.276 -1.768 0.23 0.18 -0.86
C 1.198 0.763 -0.037 1.24 0.42 2.87
C 0.366 -0.397 0.249 0.64 -4.47 1.59
H 1.800 0.734 -0.923 0.15 -0.42 -0.65
H 0.528 1.625 -0.082 0.41 0.26 0.17
H 1.933 0.757 0.886 -1.31 0.67 -1.90
H -1.659 -1.822 0.081 0.83 2.52 -0.71



59
Properties=species:S:1:pos:R:3:forces:R:3 method="wB97M-V/def2-TZVPD" homo_energy_ev="-13.66 / -13.66" total_energy_ev=-76428.885 total_charge=+2
Ni 0.804 0.211 -1.260 0.08 -0.42 -0.06
O -0.056 1.632 -0.363 -0.01 -0.08 0.17
O -0.722 -0.891 -0.863 0.12 0.28 -0.18
N -2.937 -0.938 0.447 0.10 -0.03 -0.03
N -2.614 3.353 0.421 0.05 0.03 -0.03
N 1.471 -1.098 -2.465 0.13 -0.16 0.14
N 2.550 0.976 -0.999 -0.09 0.32 0.10
C 2.284 2.691 2.200 -0.04 0.01 -0.03
C -0.321 3.204 1.418 -0.08 0.14 -0.06
C 1.201 -2.350 -2.418 -0.11 0.19 -0.12
C -1.566 3.803 1.047 0.00 -0.09 -0.04
C -3.436 1.244 1.380 -0.04 -0.02 -0.02
C 2.510 -0.689 -3.419 -0.10 0.09 -0.02
C -1.777 -4.314 -0.181 0.06 -0.01 -0.03
C -2.982 1.971 0.111 0.00 0.09 -0.04
C 0.197 -2.970 -1.594 -0.01 -0.10 0.09
C -0.747 -2.191 -0.888 -0.05 -0.07 0.05
C 1.520 3.525 3.020 -0.05 -0.04 -0.09
C 2.104 4.154 4.251 0.00 0.02 0.05
C 0.120 -4.361 -1.578 -0.02 0.06 0.01
C 2.770 1.574 0.115 -0.17 -0.09 -0.04
C 0.423 2.240 0.665 0.08 -0.02 -0.03
C 3.802 -0.403 -2.677 0.04 0.00 -0.02
C -1.766 -2.908 -0.191 -0.03 0.02 -0.01
C -3.995 -0.130 1.041 -0.02 -0.03 -0.03
C 1.790 2.090 1.050 0.06 0.04 0.00
C -2.818 -2.226 0.482 0.05 0.05 -0.07
C -0.845 -5.069 -0.864 -0.02 0.06 0.03
C 3.706 0.901 -1.915 -0.06 0.00 0.01
C 0.264 3.826 2.549 0.15 -0.02 0.02
C -0.876 -6.569 -0.873 -0.01 -0.05 0.02
H -2.558 -4.815 0.379 -0.01 -0.01 0.00
H -4.217 1.824 1.876 -0.01 -0.01 -0.01
H -3.803 2.026 -0.604 0.02 -0.02 -0.02
H 2.630 -1.463 -4.177 0.07 -0.03 0.05
H 3.802 1.822 0.360 0.01 -0.01 0.01
H 2.586 3.405 4.878 0.00 0.01 0.01
H -0.320 4.575 3.072 -0.01 0.01 0.02
H 0.101 -6.984 -0.628 0.01 0.00 -0.01
H 2.164 0.213 -3.930 0.00 -0.03 -0.03
H 4.618 1.093 -1.349 0.01 -0.03 -0.01
H 3.333 2.548 2.438 0.01 0.01 0.01
H 4.042 -1.235 -2.011 -0.01 0.00 0.01
H -2.603 1.148 2.080 0.01 0.01 0.00
H -4.809 -0.036 0.318 -0.02 -0.01 0.03
H 1.337 4.645 4.846 0.00 0.01 -0.01
H -3.336 4.040 0.246 -0.01 0.00 0.05
H 3.586 1.722 -2.628 0.01 -0.02 -0.01
H 2.855 4.900 3.987 0.01 0.00 0.01
H -4.384 -0.642 1.920 0.02 0.05 0.03
H -1.591 -6.950 -0.147 -0.01 -0.01 0.00
H -2.125 1.508 -0.371 -0.02 -0.05 0.05
H -3.566 -2.793 1.030 0.00 -0.02 -0.01
H 0.852 -4.916 -2.155 0.01 -0.01 0.00
H 1.745 -3.014 -3.089 -0.02 0.00 -0.01
H -1.162 -6.947 -1.855 0.01 -0.01 -0.01
H 4.623 -0.320 -3.390 -0.02 0.02 -0.01
H -2.182 -0.485 -0.089 -0.04 0.01 0.06
H -1.673 4.842 1.344 -0.01 -0.01 0.06